1.
Entry from the Open Molecules 2025 dataset: C4H10N2O in the gas phase in a non-equilibrium geometry (ωB97M-V/def2-TZVPD).

Last column: Löwdin charge in e.
Cartesian coordinates (Å):
N -1.7594 -1.3480 -2.7293  0.0145
C -1.4885 -0.4335 -1.6292  -0.3874
N -0.3467 -0.6648 -0.8135  -0.1079
C -0.3154 0.1271 0.4055  -0.2020
C 1.2442 0.0510 0.8193  -0.1410
C 1.6843 0.6634 2.1561  -0.2491
O 1.4224 1.8400 2.3985  0.0071
H -2.3144 -0.6971 -3.3854  0.1086
H -0.9585 -1.4400 -3.2895  0.0350
H -2.3002 -0.2319 -0.8692  0.1168
H -1.5925 0.5782 -1.9255  0.0889
H -0.1613 -1.6739 -0.6306  0.1383
H -0.5763 1.1605 0.3133  0.1112
H -0.8928 -0.3642 1.1871  0.1125
H 1.5242 -0.9612 0.7097  0.0727
H 1.6657 0.6373 -0.0222  0.1222
H 2.2221 -0.0853 3.0140  0.1597

The HOMO energy comes out at -8.566 eV. Its structure (SMILES) is NCNCCC=O. The energy comes out at -9335.5567 eV. The value obtained for the energy above the lowest of the compared OMol25 structures with the same formula, charge and spin is 331.0 kJ/mol.



2.
Entry from the Open Molecules 2025 dataset: C4H10N2O in the gas phase in a non-equilibrium geometry (ωB97M-V/def2-TZVPD).

Last column: Löwdin charge in e.
Cartesian coordinates (Å):
N -2.2733 1.4873 0.3151  0.0104
C -1.6454 0.7848 -0.7694  -0.3419
N -0.7030 -0.2439 -0.3591  -0.0700
C 0.4272 0.2280 0.4033  -0.2611
C 1.7673 -0.3953 0.0260  -0.1546
C 1.8850 -1.8825 0.3214  -0.2746
O 0.9680 -2.6379 0.4603  0.0674
H -3.1268 1.0244 0.6004  0.0651
H -1.7019 1.6075 1.1416  0.0568
H -2.3939 0.2846 -1.3837  0.1132
H -1.1782 1.5195 -1.4476  0.1046
H -0.4479 -0.8013 -1.1615  0.1049
H 0.2646 0.0577 1.4717  0.1156
H 0.5761 1.3135 0.2861  0.1153
H 2.5404 0.0353 0.6757  0.1136
H 2.0933 -0.1836 -0.9903  0.1188
H 2.9486 -2.1982 0.4101  0.1165

The HOMO energy comes out at -8.689 eV. Its structure (SMILES) is NCNCCC=O. The energy comes out at -9336.9134 eV. The value obtained for the energy above the lowest of the compared OMol25 structures with the same formula, charge and spin is 200.1 kJ/mol.



3.
Entry from the Open Molecules 2025 dataset: a molecular structure, C4H10N2O in a non-equilibrium geometry (ωB97M-V/def2-TZVPD).

Last column: Löwdin charge in e.
Cartesian coordinates (Å):
C -1.1971 -0.0356 0.0024  -0.5495
C 2.3941 0.0619 0.4497  -0.0353
C 1.0507 0.0421 -0.2394  -0.3876
N -1.6241 -0.7795 1.1563  0.0413
N -2.2303 0.4653 -0.8099  0.0907
C -0.0270 0.8079 0.1952  -0.0687
O 1.2017 -0.1644 -1.6394  -0.0190
H 1.8176 -0.8935 -1.7871  0.0933
H -0.2491 -0.9517 -0.3843  0.1867
H -1.9945 1.2001 -1.4601  0.0846
H -3.0862 -0.0661 -0.8826  0.0770
H -1.9456 -0.1690 1.8976  0.0735
H -2.3256 -1.4797 0.9480  0.0685
H -0.0107 1.7681 0.6960  0.0992
H 3.0701 0.7644 -0.0468  0.0838
H 2.2925 0.3545 1.4928  0.0790
H 2.8636 -0.9249 0.4116  0.0826

The HOMO energy comes out at -7.713 eV. The energy comes out at -9333.7872 eV. The value obtained for the energy above the lowest of the compared OMol25 structures with the same formula, charge and spin is 501.7 kJ/mol.



4.
Entry from the Open Molecules 2025 dataset: C4H10N2O in the gas phase in a non-equilibrium geometry (ωB97M-V/def2-TZVPD).

Last column: Löwdin charge in e.
Cartesian coordinates (Å):
C -0.5151 2.2443 -0.0868  -0.1037
N -1.1382 0.9401 0.3468  -0.0873
C -0.1414 -0.1746 0.5607  -0.3419
C 0.9455 0.0458 1.6362  -0.0383
C 0.3228 -0.9131 -0.6283  -0.5019
N -0.7233 -1.2743 -1.4342  0.1518
O 1.5084 -1.2780 -0.6935  0.0426
H -1.4022 2.8649 -0.4211  0.0827
H -0.0555 2.7946 0.7355  0.0551
H 0.2637 2.2834 -0.8819  0.0913
H -1.7718 0.8273 1.1137  0.0905
H -0.9578 -0.7434 1.0655  0.1445
H 1.8096 0.4962 1.1550  0.0842
H 1.1470 -0.7723 2.2915  0.0743
H 0.5510 0.7369 2.3028  0.0449
H -0.6322 -2.1448 -1.9496  0.1117
H -1.6590 -0.9936 -1.1425  0.0995

The HOMO energy comes out at -9.065 eV. Its structure (SMILES) is CN[C@H](C)C(N)=O. The energy comes out at -9336.9576 eV. The value obtained for the energy above the lowest of the compared OMol25 structures with the same formula, charge and spin is 195.9 kJ/mol.



5.
Entry from the Open Molecules 2025 dataset: a molecular structure, C4H10N2O in a non-equilibrium geometry (ωB97M-V/def2-TZVPD).

Last column: Löwdin charge in e.
Cartesian coordinates (Å):
C 0.5431 0.7643 -1.3866  -0.0504
C 0.9123 -1.3723 -0.2924  -0.0508
C 0.5522 0.7803 1.3275  0.0377
N 0.1768 -0.1016 -0.2597  -0.3790
C -1.7280 0.1304 0.8425  -0.2955
O -3.0529 -0.0356 1.0017  -0.0365
N -1.2150 -0.3427 -0.2567  -0.0120
H -3.4385 -0.4941 0.2308  0.0810
H 1.6136 0.9713 -1.3556  0.0895
H -0.0180 1.6942 -1.3045  0.0951
H 0.2924 0.2824 -2.3334  0.0948
H 1.9862 -1.1779 -0.2672  0.0890
H 0.6208 -1.9637 0.5730  0.0951
H 0.6642 -1.9298 -1.1995  0.0951
H 0.3351 0.2206 2.2270  0.0475
H 0.1316 1.7768 1.3138  0.0511
H 1.6239 0.7974 1.1394  0.0483

The HOMO energy comes out at -7.290 eV. The energy comes out at -9333.3734 eV. The value obtained for the energy above the lowest of the compared OMol25 structures with the same formula, charge and spin is 541.7 kJ/mol.



6.
Entry from the Open Molecules 2025 dataset: C4H10N2O in the gas phase (ωB97M-V/def2-TZVPD).

Last column: Löwdin charge in e.
Cartesian coordinates (Å):
C -1.7302 -0.8889 0.0809  -0.0801
N -0.9243 0.2827 -0.2247  -0.2009
C -1.5261 1.5221 0.2264  -0.0920
C 0.4467 0.1857 0.0608  -0.4123
O 0.9179 -0.6440 1.0977  -0.0104
N 1.1722 -0.9649 -0.3220  -0.0524
C 2.5869 -0.7394 -0.5932  -0.0789
H -1.9737 -0.9706 1.1527  0.0895
H -1.1981 -1.7908 -0.2259  0.0826
H -2.6685 -0.8226 -0.4805  0.0851
H -0.9041 2.3649 -0.0912  0.0831
H -2.5097 1.6334 -0.2410  0.0860
H -1.6560 1.5721 1.3211  0.0918
H 0.9512 1.1531 -0.0168  0.1530
H 2.9996 0.1256 -0.0547  0.0848
H 3.1306 -1.6369 -0.2904  0.0825
H 2.7112 -0.5957 -1.6715  0.0884

The HOMO energy comes out at -8.881 eV. Its structure (SMILES) is CN(C)[C@H]1ON1C. The energy comes out at -9335.1771 eV. The value obtained for the energy above the lowest of the compared OMol25 structures with the same formula, charge and spin is 367.6 kJ/mol.



7.
Entry from the Open Molecules 2025 dataset: C4H10N2O in the gas phase (ωB97M-V/def2-TZVPD).

Last column: Löwdin charge in e.
Cartesian coordinates (Å):
H 0.2749 -1.5788 1.6211  0.0301
N -0.5671 -1.3114 1.1251  0.1403
C -0.3425 -0.4434 0.2168  -0.5050
O -1.3509 0.0698 -0.5211  -0.0855
C -2.6571 -0.4404 -0.2838  -0.0664
N 0.8697 0.0909 -0.1803  -0.1634
C 0.9178 1.3025 -0.9821  -0.0578
C 2.0137 -0.1614 0.6694  -0.0749
H -3.3433 0.3922 -0.4452  0.0879
H -2.8744 -1.2405 -0.9975  0.0915
H -2.7423 -0.8291 0.7308  0.0722
H 0.8342 2.2140 -0.3705  0.0936
H 0.1077 1.2949 -1.7093  0.0843
H 1.8713 1.3310 -1.5196  0.0853
H 2.1668 -1.2381 0.8019  0.0861
H 2.9061 0.2412 0.1825  0.0846
H 1.9155 0.3067 1.6620  0.0970

The HOMO energy comes out at -8.749 eV. Its structure (SMILES) is [H]/N=C(/OC)N(C)C. The energy comes out at -9337.3908 eV. The value obtained for the energy above the lowest of the compared OMol25 structures with the same formula, charge and spin is 154.1 kJ/mol.



8.
Entry from the Open Molecules 2025 dataset: 2 unconnected molecules or ions with the total composition C4H10N2O in a non-equilibrium geometry (ωB97M-V/def2-TZVPD).

Last column: Löwdin charge in e.
Cartesian coordinates (Å):
C 2.3046 1.0071 0.1544  0.0582
N 1.5010 0.1729 -0.3331  -0.3572
C 1.5265 -1.2214 0.1248  0.0415
O 0.5430 0.5550 -1.0556  -0.1036
H 3.0562 0.7335 0.7825  0.0615
H 2.3247 1.8976 -0.3522  0.0737
H 0.7371 -1.5973 -0.3868  0.0531
H 2.4760 -1.6381 0.0512  0.0828
H 1.3020 -1.0832 1.1327  0.0861
C -2.2311 -0.9259 -0.6691  -0.1081
N -1.6000 -0.4851 0.2789  -0.0786
C -1.7369 0.9422 0.5212  -0.1445
H -2.9251 -0.4110 -1.3580  0.0908
H -1.9824 -1.9233 -0.9287  0.0526
H -1.6548 1.2113 1.7097  0.1207
H -0.9487 1.4283 0.0433  0.0234
H -2.6920 1.3372 0.2850  0.0475

The HOMO energy comes out at -8.725 eV. Its structure (SMILES) is C=[N+](C)[O-].C=NC. The energy comes out at -9333.1776 eV. The value obtained for the energy above the lowest of the compared OMol25 structures with the same formula, charge and spin is 560.6 kJ/mol.



9.
Entry from the Open Molecules 2025 dataset: a molecular structure, C4H10N2O in a non-equilibrium geometry (ωB97M-V/def2-TZVPD).

Last column: Löwdin charge in e.
Cartesian coordinates (Å):
C 1.0372 1.7771 0.3921  0.0716
C 0.5405 -1.8378 0.7539  -0.1001
C -2.1587 0.1391 -1.0624  -0.1794
N -1.1456 0.2610 -0.0492  -0.0384
C 1.2350 0.4232 0.3755  -0.5156
O 2.2478 -0.1469 -0.3510  0.0408
N 0.3419 -0.4132 0.9103  0.0044
H 2.7711 0.5452 -0.7699  0.1054
H -1.3305 0.9243 0.6957  0.0506
H 1.6634 2.4449 -0.1792  0.0533
H 0.3462 2.2316 1.0795  0.0482
H 1.4430 -2.1369 1.2961  0.0928
H 0.6740 -2.1424 -0.2881  0.0834
H -0.3224 -2.3461 1.1806  0.0800
H -1.7467 0.2169 -2.0734  0.0600
H -2.9444 0.8980 -0.9504  0.0808
H -2.6519 -0.8381 -0.9603  0.0620

The HOMO energy comes out at -7.700 eV. The energy comes out at -9332.8149 eV. The value obtained for the energy above the lowest of the compared OMol25 structures with the same formula, charge and spin is 595.6 kJ/mol.



10.
Entry from the Open Molecules 2025 dataset: C4H10N2O in the gas phase in a non-equilibrium geometry (ωB97M-V/def2-TZVPD).

Last column: Löwdin charge in e.
Cartesian coordinates (Å):
C -1.3469 0.1404 1.1494  -0.1211
N -1.2003 -0.1435 -0.2801  -0.0893
C 0.1325 -0.0127 -0.8500  -0.3406
C 0.5315 1.4441 -1.1005  -0.0520
C 1.1592 -0.7039 0.0601  -0.5027
N 0.8080 -2.0358 0.3780  0.1392
O 2.1698 -0.1823 0.4482  0.0870
H -0.3904 0.4317 1.5935  0.0842
H -1.6313 -0.7663 1.6902  0.0684
H -2.0527 0.9488 1.3210  0.0813
H -1.8159 0.4873 -0.7735  0.1006
H 0.1862 -0.5440 -1.8043  0.1429
H 0.0681 2.1056 -0.3711  0.0792
H 1.6098 1.5446 -1.2020  0.0747
H 0.2104 1.7938 -2.0945  0.0775
H -0.0276 -2.0701 0.9488  0.0742
H 1.5896 -2.4377 0.8866  0.0962

The HOMO energy comes out at -9.106 eV. Its structure (SMILES) is CN[C@@H](C)C(N)=O. The energy comes out at -9337.6928 eV. The value obtained for the energy above the lowest of the compared OMol25 structures with the same formula, charge and spin is 124.9 kJ/mol.



11.
Entry from the Open Molecules 2025 dataset: C4H10N2O in the gas phase in a non-equilibrium geometry (ωB97M-V/def2-TZVPD).

Last column: Löwdin charge in e.
Cartesian coordinates (Å):
C -1.9635 -0.3579 -0.7225  0.0030
C -1.3790 0.8599 -0.0469  -0.5420
O -1.7582 1.9876 -0.2768  0.0500
N -0.4501 0.6317 0.9547  0.0375
C 0.4367 -0.5127 1.0215  -0.2058
C 1.4100 -0.5936 -0.1706  -0.2748
N 2.1965 0.6380 -0.2470  0.0028
H -2.8057 0.0488 -1.2632  0.0834
H -1.2214 -0.8599 -1.3373  0.0664
H -2.2930 -1.0973 0.0083  0.0863
H -0.2860 1.4466 1.5148  0.1346
H 0.9839 -0.4113 1.9730  0.1221
H -0.1479 -1.4195 1.1973  0.1098
H 2.1419 -1.3866 0.0261  0.1133
H 0.7806 -0.8620 -1.0161  0.0839
H 1.5410 1.3483 -0.5705  0.0643
H 2.8141 0.5401 -1.0447  0.0652

The HOMO energy comes out at -9.517 eV. Its structure (SMILES) is CC(=O)NCCN. The energy comes out at -9338.0428 eV. The value obtained for the energy above the lowest of the compared OMol25 structures with the same formula, charge and spin is 91.1 kJ/mol.



12.
Entry from the Open Molecules 2025 dataset: C4H10N2O in the gas phase in a non-equilibrium geometry (ωB97M-V/def2-TZVPD).

Last column: Löwdin charge in e.
Cartesian coordinates (Å):
C -1.7608 1.0282 1.2513  -0.1147
N -1.3010 0.4211 0.0028  -0.0921
C 0.0964 0.0724 -0.0062  -0.3473
C 0.4712 -1.3393 0.4877  -0.0396
C 0.6769 0.2821 -1.4280  -0.5110
N 2.0593 0.2816 -1.4966  0.1397
O -0.0065 0.5174 -2.3923  0.0748
H -1.5857 2.0985 1.1974  0.0745
H -1.2445 0.6155 2.1216  0.0727
H -2.8245 0.8289 1.3794  0.0784
H -1.8777 -0.3291 -0.3434  0.1100
H 0.6116 0.8580 0.5463  0.1413
H -0.4303 -1.8914 0.7321  0.0764
H 0.9359 -1.9144 -0.3147  0.0735
H 1.1692 -1.3392 1.3189  0.0718
H 2.4795 -0.0569 -2.3525  0.1049
H 2.5310 -0.1336 -0.7038  0.0867

The HOMO energy comes out at -8.716 eV. Its structure (SMILES) is CN[C@@H](C)C(N)=O. The energy comes out at -9337.7927 eV. The value obtained for the energy above the lowest of the compared OMol25 structures with the same formula, charge and spin is 115.3 kJ/mol.



13.
Entry from the Open Molecules 2025 dataset: C4H10N2O in the gas phase in a non-equilibrium geometry (ωB97M-V/def2-TZVPD).

Last column: Löwdin charge in e.
Cartesian coordinates (Å):
C 0.1525 -2.0022 -0.0999  -0.1099
N 0.8749 -0.7662 -0.3792  -0.0937
N -0.0050 0.3115 -0.5549  -0.1851
C -0.5564 0.5311 -1.8785  -0.0407
C 0.0584 1.3275 0.4168  -0.4530
C 0.1089 0.9592 1.8925  -0.0104
O -0.3018 2.4797 0.1335  0.0244
H -0.3939 -2.3320 -0.9906  0.0772
H 0.8658 -2.7939 0.1445  0.0777
H -0.5662 -1.9035 0.7194  0.0708
H 1.4897 -0.3304 0.4300  0.1475
H -1.6312 0.3343 -1.8336  0.0874
H -0.4099 1.5598 -2.2156  0.0814
H -0.0679 -0.0959 -2.6306  0.0887
H -0.7466 0.3583 2.2070  0.0873
H 0.0789 1.8824 2.4814  0.0861
H 1.0498 0.4802 2.1578  0.0643

The HOMO energy comes out at -8.507 eV. Its structure (SMILES) is CNN(C)C(C)=O. The energy comes out at -9336.3079 eV. The value obtained for the energy above the lowest of the compared OMol25 structures with the same formula, charge and spin is 258.5 kJ/mol.



14.
Entry from the Open Molecules 2025 dataset: C4H10N2O in the gas phase in a non-equilibrium geometry (ωB97M-V/def2-TZVPD).

Last column: Löwdin charge in e.
Cartesian coordinates (Å):
C -0.1056 0.5539 1.7740  -0.0898
N 0.5272 0.2186 0.4941  -0.1721
C 0.7918 1.4417 -0.2588  -0.0987
C -0.1305 -0.9095 -0.1734  -0.5841
O -0.3790 -2.0296 0.6599  0.0216
C -1.0459 -0.7220 -1.3335  -0.0334
N 0.3558 -1.3172 -1.4580  0.0877
H -0.2180 -0.3223 2.4196  0.0808
H -1.0959 0.9994 1.6236  0.0864
H 0.5141 1.2625 2.3361  0.0834
H 1.3499 1.2457 -1.1786  0.0770
H -0.1293 1.9755 -0.5156  0.0819
H 1.4206 2.1200 0.3308  0.0889
H 0.2072 -2.7354 0.3411  0.1082
H -1.8803 -1.4053 -1.4325  0.0986
H -1.1743 0.2412 -1.8036  0.0896
H 0.9921 -0.6173 -1.8253  0.0739

The HOMO energy comes out at -8.525 eV. Its structure (SMILES) is CN(C)[C@@]1(O)CN1. The energy comes out at -9336.1883 eV. The value obtained for the energy above the lowest of the compared OMol25 structures with the same formula, charge and spin is 270.1 kJ/mol.



15.
Entry from the Open Molecules 2025 dataset: C4H10N2O in the gas phase in a non-equilibrium geometry (ωB97M-V/def2-TZVPD).

Last column: Löwdin charge in e.
Cartesian coordinates (Å):
C -0.3958 0.1276 1.6171  -0.0333
C -0.5188 0.0654 0.0134  -0.4015
C 0.4338 -1.0199 -0.5611  -0.2405
N -0.1279 -2.4381 -0.6829  -0.0285
N -0.2584 1.3674 -0.5314  -0.0180
C 1.0339 1.8896 -0.5894  -0.2808
O 2.0253 1.2834 -0.0782  -0.0345
H -1.0743 -0.6834 2.0232  0.0720
H 0.6128 0.0714 2.0310  0.0662
H -0.9859 1.1613 1.8009  0.1089
H -1.4000 -0.1290 -0.4700  0.0983
H 1.4200 -0.9837 0.0144  0.1102
H 0.5952 -0.6499 -1.6952  0.1493
H -0.5801 -2.4673 -1.5796  0.0311
H -0.8791 -2.5975 0.0992  0.0993
H -1.0117 2.1145 -0.3222  0.1714
H 1.1110 2.8884 -1.0892  0.1305

The HOMO energy comes out at -9.426 eV. Its structure (SMILES) is C[C@H](CN)NC=O. The energy comes out at -9336.3270 eV. The value obtained for the energy above the lowest of the compared OMol25 structures with the same formula, charge and spin is 256.7 kJ/mol.